# 1
A molecular structure, C14H26BiN5 at a distorted geometry. Source: OMol25; level of theory: ωB97M-V/def2-TZVPD.

Calculated values
energy relative to the best compared isomer or geometry (same formula, charge and spin)	74.0	kJ/mol
charge	+2
LUMO (alpha / beta)	-0.332 / -0.339	Eh
energy	-1036.6191	Eh
gap between HOMO and LUMO (alpha / beta)	6.142 / 5.643	eV

Last column: Mulliken charge in e.
Cartesian coordinates (Å):
C 1.022 2.176 0.011  -1.091
H 1.432 2.384 1.007  0.703
H 1.780 1.982 -0.764  0.321
H 1.723 -0.016 1.439  0.044
C -0.195 2.984 -0.398  -0.016
H -0.888 2.402 -1.042  0.120
H -0.755 3.246 0.517  0.418
C 0.345 4.205 -1.135  -1.340
H -0.488 4.828 -1.459  0.396
H 0.997 4.763 -0.455  0.365
H 0.939 3.889 -2.004  0.328
C -0.505 -2.084 -0.632  0.444
C -0.913 -1.025 -1.533  0.603
C 0.274 -0.450 -2.106  0.373
C 1.417 -1.129 -1.543  0.366
C 0.931 -2.143 -0.632  0.472
C 1.770 -3.076 0.161  -1.435
C 2.840 -0.787 -1.800  -1.556
C 0.335 0.666 -3.084  -1.262
C -2.320 -0.654 -1.847  -1.569
C -1.424 -2.966 0.136  -1.221
Bi 0.296 0.138 0.442  1.200
H 3.521 -1.056 -0.976  0.384
H 3.170 -1.346 -2.689  0.383
H 3.012 0.281 -2.021  0.312
H 2.792 -2.707 0.321  0.368
H 1.351 -3.312 1.151  0.296
H 1.850 -4.029 -0.382  0.374
H -2.392 -2.489 0.357  0.315
H -1.633 -3.872 -0.453  0.371
H -1.004 -3.302 1.099  0.292
H -2.404 0.352 -2.285  0.332
H -2.727 -1.363 -2.587  0.393
H -2.989 -0.686 -0.969  0.397
H 1.172 1.366 -2.918  0.236
H 0.476 0.241 -4.089  0.372
H -0.585 1.267 -3.114  0.362
N -2.001 1.297 5.144  -0.553
N -1.510 0.450 4.221  1.233
N -1.315 -0.845 4.397  -0.813
C -0.791 -1.208 3.225  -0.157
N -0.728 -0.189 2.372  -0.107
N -1.138 0.928 3.033  -0.446
H -2.059 2.268 4.912  0.272
H -2.236 0.839 6.016  0.298
H -0.445 -2.220 2.956  0.427

# 2
A molecular structure, C5H6NO at a distorted geometry. Source: OMol25; level of theory: ωB97M-V/def2-TZVPD.

Calculated values
energy relative to the best compared isomer or geometry (same formula, charge and spin)	728.2	kJ/mol
charge	+1
LUMO (alpha / beta)	-0.250 / -0.250	Eh
energy	-323.5926	Eh
gap between HOMO and LUMO (alpha / beta)	7.102 / 7.103	eV

Last column: Mulliken charge in e.
Cartesian coordinates (Å):
C -1.209 0.976 1.041  -0.373
C -1.072 0.867 -0.374  -0.158
C 0.323 -0.743 0.674  -0.463
C 0.855 0.009 -2.039  0.037
C -0.391 0.087 1.671  -0.256
N -0.237 -0.179 -0.546  0.309
O -0.129 -0.877 -1.761  -0.228
H -1.863 1.690 1.507  0.444
H 1.411 -0.650 0.715  0.339
H 0.081 -1.810 0.777  0.335
H 0.604 0.899 -2.611  0.289
H 1.882 -0.242 -1.787  0.292
H -0.258 -0.028 2.734  0.434